Entry 1:
Entry from OMol25: a 13-piece molecular cluster, H26O13 overall in a non-equilibrium geometry (ωB97M-V/def2-TZVPD).

XYZ file:
```
39
Properties=species:S:1:pos:R:3:forces:R:3
O 1.76049 -0.17557 1.79324 1.09 0.20 -1.36
H 1.04698 0.00167 2.41928 -0.27 0.35 0.73
H 2.24075 0.63035 1.50730 -0.72 -0.62 0.67
O -0.12839 2.60729 0.89417 2.07 2.49 0.56
H -0.71762 3.36866 0.97277 -0.24 -0.83 -0.17
H -0.49793 1.79950 0.62480 -1.66 -1.63 -0.56
O 2.40819 -0.11537 -1.77744 0.44 -2.29 -0.38
H 3.07260 -0.24488 -1.11247 0.49 -0.34 0.39
H 2.15802 0.77752 -1.70436 -0.56 2.08 0.21
O 0.93934 -2.96563 2.36563 0.62 -0.70 1.01
H 1.50682 -2.27844 2.02497 0.25 0.64 -0.50
H 1.44078 -3.25343 3.15173 -0.62 -0.04 -0.46
O 0.43658 -3.20835 -1.46247 -0.10 0.62 -0.71
H -0.16370 -2.84989 -0.78209 0.02 -0.30 -0.01
H 0.43361 -2.52279 -2.16198 0.20 -0.60 0.89
O 1.31979 2.23173 -1.60974 0.96 -0.01 -0.33
H 0.65126 2.32605 -2.26704 -0.69 0.23 -0.96
H 0.92703 2.49341 -0.79110 -0.59 0.55 1.35
O -0.35810 -0.32411 3.38992 1.48 -1.57 0.55
H -0.25725 -0.15088 4.32848 -0.19 0.24 -0.05
H -0.90206 0.33008 2.98516 -0.90 1.52 -0.15
O -0.32627 -0.64265 -2.87119 -0.70 -0.18 -0.68
H -0.52219 -1.26559 -3.59834 0.33 0.27 0.38
H -1.09682 -0.06248 -2.90644 -0.02 0.03 0.01
O -2.22420 1.28169 2.50375 -0.69 -1.99 1.18
H -2.56943 0.34847 2.58326 0.15 1.29 0.29
H -2.35548 1.38428 1.56889 -0.05 0.55 -1.25
O -0.39041 -0.03744 -0.04605 -1.29 1.06 0.20
H -0.09883 0.20632 -0.91605 0.64 -0.27 -0.76
H 0.38808 -0.14017 0.49713 1.26 -0.20 0.42
O -1.20458 -2.34147 0.74821 -1.15 0.40 -1.08
H -0.59918 -2.66252 1.41059 0.57 0.13 0.53
H -0.97560 -1.43339 0.42339 -0.04 -1.14 0.68
O 1.49403 0.86076 -4.35932 0.43 0.96 -0.13
H 1.12718 0.38786 -3.59645 0.52 0.00 -0.10
H 2.26641 1.39981 -4.07412 -0.89 -0.92 -0.06
O -3.09233 1.58304 -0.00017 1.94 0.32 -0.44
H -3.22136 0.76089 -0.44921 -0.25 -0.82 -0.36
H -3.91622 1.89567 0.29336 -1.86 0.54 0.44
```
Positions in Å, forces in eV/Å.

The value obtained for the LUMO energy is -0.3 eV. As for the frontier orbital gap: 9.65 eV. Its net charge is 0. The total energy is -27040.1525 eV. Its energy above the lowest of the compared OMol25 structures with the same formula, charge and spin is 173.2 kJ/mol.

***

Entry 2:
Entry from OMol25: a 13-piece molecular cluster, H26O13 overall in a non-equilibrium geometry (ωB97M-V/def2-TZVPD).

XYZ file:
```
39
Properties=species:S:1:pos:R:3:forces:R:3
O 1.94608 2.64451 -0.74874 0.22 0.62 0.54
H 2.82908 2.28651 -0.74774 0.48 -0.08 0.09
H 1.47108 2.09551 -1.35774 -0.88 -0.21 -0.50
O -2.59192 -0.44949 1.07926 0.46 1.43 -0.86
H -2.47292 -1.33749 1.33726 0.13 -1.68 0.39
H -1.71792 -0.17749 0.67126 -1.00 -0.10 0.43
O -0.65892 1.78551 -2.15774 -0.99 0.06 -0.35
H -1.49592 2.08351 -1.72174 1.15 -0.52 -0.40
H -0.96092 1.07351 -2.76174 -0.01 0.31 0.47
O -1.34092 2.98651 1.43526 -1.85 -1.56 1.23
H -0.50992 3.06851 1.83626 1.86 -0.11 1.28
H -1.22592 3.52251 0.70726 -0.01 1.91 -2.75
O 0.46808 -0.65449 2.97426 -0.05 0.35 0.54
H 0.47308 0.26951 2.67826 0.03 -0.41 0.34
H 0.52608 -1.12249 2.15126 0.03 -0.48 -0.37
O 1.61708 -2.23949 -3.24074 2.44 3.01 0.09
H 0.93808 -2.79349 -3.00674 -2.59 -2.23 0.65
H 1.45608 -1.48149 -2.60774 -0.15 -1.44 -1.34
O -1.81192 -0.89249 -2.89474 0.13 1.07 0.05
H -1.24792 -1.38849 -2.29274 -0.16 -0.42 0.06
H -2.08992 -1.49549 -3.57474 -0.09 -0.39 -0.32
O -1.96692 0.82851 3.46626 -1.93 1.46 3.26
H -1.87392 0.23951 2.76626 0.23 -1.64 -2.24
H -2.88192 0.61151 3.80626 1.63 0.57 -0.60
O -0.27592 0.45451 0.26726 -0.78 -1.09 0.60
H 0.27808 0.21851 -0.45374 0.56 -0.11 -0.92
H 0.06108 1.26351 0.61026 0.26 1.19 0.55
O 1.18608 1.87751 2.44526 -3.65 -0.50 -1.60
H 0.83108 2.20251 3.24426 -0.46 0.52 1.67
H 2.07508 1.99251 2.43526 4.12 0.59 0.10
O 1.68608 -0.24649 -1.47474 1.79 -1.74 1.01
H 1.82608 0.22051 -2.28474 0.20 0.75 -0.98
H 2.47208 -0.87549 -1.40374 -1.19 1.47 -0.11
O 1.04508 -2.32949 0.89726 -0.35 -1.41 0.19
H 1.62908 -1.93949 0.28126 0.87 1.41 -0.99
H 1.45908 -3.19949 0.94426 -0.31 -0.33 0.62
O -0.57492 -2.79449 -1.32074 -0.35 -1.64 -1.66
H -0.17792 -2.55349 -0.49774 0.53 0.03 1.33
H -0.39692 -3.75449 -1.48574 -0.33 1.33 0.50
```
Positions in Å, forces in eV/Å.

The value obtained for the LUMO energy is -0.6 eV. As for the frontier orbital gap: 8.93 eV. Its net charge is 0. The total energy is -27038.8073 eV. Its energy above the lowest of the compared OMol25 structures with the same formula, charge and spin is 302.9 kJ/mol.

***

Entry 3:
Entry from OMol25: a 13-piece molecular cluster, H26O13 overall in a non-equilibrium geometry (ωB97M-V/def2-TZVPD).

XYZ file:
```
39
Properties=species:S:1:pos:R:3:forces:R:3
H -0.26432 0.32395 0.51035 0.06 0.19 0.33
H -0.81027 1.67539 0.94117 0.16 0.05 -0.18
H -3.19424 -2.52343 -0.83762 0.10 -0.34 -0.05
H -2.04979 -3.22370 -0.12356 -0.05 0.17 0.23
H 0.60639 -0.69474 2.65032 0.56 0.41 -0.19
H -0.80042 -0.27185 2.26032 0.30 -0.33 0.12
H 3.40666 1.97417 -2.62255 -0.16 -0.16 0.05
H 4.04770 2.20720 -1.26432 -0.03 -0.04 -0.27
H -2.21084 -1.90661 1.71070 -0.31 -0.39 -0.30
H -1.52254 -1.08765 0.63107 -0.16 -0.06 -0.12
H -3.82356 -0.72716 -1.02314 -0.08 0.30 0.02
H -5.11087 -0.54803 -1.81106 0.01 0.05 -0.02
H 1.44631 -3.56203 1.75719 0.06 0.04 -0.02
H 2.34717 -2.38207 1.43136 0.04 0.07 -0.20
H 1.51614 -3.22962 -1.48315 0.14 -0.03 0.14
H 2.91126 -3.28175 -2.08396 0.00 0.02 0.14
H -3.04919 3.83224 -1.68626 0.02 -0.11 -0.09
H -4.50942 3.43220 -1.81948 0.07 -0.11 -0.06
H 2.82962 0.66213 0.29518 -0.22 0.02 -0.22
H 1.31923 0.51546 0.21000 0.56 0.28 -0.17
H -1.23534 1.35477 4.03792 -0.03 0.13 0.13
H -0.04744 1.93541 4.78745 -0.04 0.07 0.02
H 2.38624 4.47890 0.54242 -0.01 -0.04 0.03
H 3.38877 3.38834 0.20233 -0.26 0.07 0.10
H 0.69182 -1.02904 -3.06215 0.18 0.06 0.04
H 1.92977 -1.09152 -3.94171 -0.03 0.00 0.20
O -0.83535 1.04208 0.21503 -0.65 0.19 -0.55
O -2.98176 -3.32554 -0.34725 -0.45 -0.26 -0.49
O 0.00168 -0.66682 1.90029 3.24 2.53 3.03
O 3.27554 1.80934 -1.68200 0.45 -0.17 -0.05
O -1.39694 -1.85789 1.19671 -3.59 -2.65 -1.64
O -4.31342 -0.07867 -1.54130 -0.04 -0.25 0.05
O 2.36708 -3.33290 1.58790 -0.17 -0.02 0.15
O 2.26656 -2.66958 -1.71165 -0.01 -0.47 0.01
O -3.64182 3.28328 -2.21202 -0.07 0.24 0.12
O 2.05009 0.49929 0.83815 0.52 -0.21 0.14
O -0.99735 2.04538 4.66673 0.08 -0.17 -0.14
O 2.46345 3.63257 0.08772 0.05 0.44 0.25
O 1.54339 -0.60150 -3.20715 -0.27 0.48 -0.55
```
Positions in Å, forces in eV/Å.

The value obtained for the LUMO energy is -0.1 eV. As for the frontier orbital gap: 9.71 eV. Its net charge is 0. The total energy is -27036.1522 eV. Its energy above the lowest of the compared OMol25 structures with the same formula, charge and spin is 559.1 kJ/mol.

***

Entry 4:
Entry from OMol25: a 13-piece molecular cluster, H26O13 overall in a non-equilibrium geometry (ωB97M-V/def2-TZVPD).

XYZ file:
```
39
Properties=species:S:1:pos:R:3:forces:R:3
H 0.91914 -0.42825 0.94618 1.71 0.41 0.50
H -0.43487 -0.92046 1.01136 -0.05 0.71 -0.95
H 2.02618 -2.45814 2.46544 0.68 0.96 -0.18
H 3.40429 -2.54884 2.84966 1.80 -1.11 0.89
H 2.00000 0.31115 -4.66166 -0.09 0.49 1.02
H 1.67887 0.91284 -3.23379 1.49 -0.51 3.25
H 3.48010 2.44580 -1.19192 0.08 0.55 0.14
H 2.90850 1.02115 -1.23286 2.54 1.36 -0.32
H 0.20442 3.97454 1.17498 -3.00 0.52 0.62
H 1.14334 4.10950 -0.07964 -0.59 -0.46 2.38
H -1.94731 -0.13957 0.14462 -0.37 0.55 -1.78
H -0.90815 0.30548 -0.73817 2.91 0.91 -0.67
H 5.09515 -0.97133 1.72036 0.43 0.02 0.03
H 4.58867 0.11703 0.92285 -1.69 1.26 -0.96
H -3.13979 1.72980 1.35723 0.27 1.97 -4.33
H -3.28107 0.34586 1.92315 -0.25 0.50 -0.38
H 0.83917 -3.14692 0.21686 1.36 0.27 -1.24
H -0.05833 -2.88592 1.30899 -0.59 -0.48 0.10
H -3.56725 -0.08927 -1.19130 0.89 -0.81 -0.76
H -4.45005 0.97511 -0.69501 0.08 -0.46 0.69
H -1.64207 -2.26892 4.70796 -0.49 0.54 -0.17
H -2.66285 -1.19408 4.17086 0.27 1.18 -0.15
H -0.26379 1.89528 -2.81062 1.04 0.79 -0.59
H -0.66737 0.55769 -3.58017 0.23 1.97 1.25
H -1.70989 -1.08650 -3.14095 0.03 -0.64 0.67
H -2.94669 -0.41743 -2.95772 -1.21 1.34 -0.48
O 0.11172 -0.29783 0.48085 0.28 -1.37 1.67
O 2.84809 -1.90543 2.47542 -2.51 0.04 -0.71
O 1.46372 0.91211 -4.11068 -1.02 -0.14 -4.52
O 3.78103 1.55913 -1.38230 -2.70 -1.98 0.33
O 1.06238 3.84626 0.89574 3.59 -0.06 -3.03
O -1.78213 0.06871 -0.81445 -0.92 -0.37 2.77
O 5.40694 -0.22445 1.19231 1.29 -1.22 0.88
O -3.19629 1.28602 2.12594 -0.04 -2.48 4.85
O 0.06032 -3.51468 0.58458 -0.76 0.05 1.17
O -3.86333 0.26207 -0.37353 -4.04 1.43 0.77
O -2.55846 -2.08657 4.44770 0.24 -1.65 0.33
O -0.91169 1.22210 -2.86856 -1.18 -2.07 -1.12
O -2.49833 -1.14564 -2.57887 0.31 -2.00 -1.98
```
Positions in Å, forces in eV/Å.

The value obtained for the LUMO energy is -0.6 eV. As for the frontier orbital gap: 8.90 eV. Its net charge is 0. The total energy is -27035.2489 eV. Its energy above the lowest of the compared OMol25 structures with the same formula, charge and spin is 646.3 kJ/mol.